[1]
C47H32F5GeInN8SSe | ωB97M-V/def2-TZVPD

Values from the calculation:
E in a.u.: -7813.76148
LUMO in eV: -5.48
ΔE to the lowest compared entry with this formula, charge and spin in eV: 0.2823
HOMO energy in eV: -13.22
Kohn-Sham gap in eV: 7.7
Total charge: +2

The geometry in XYZ format:
```
96
C47H32F5GeInN8SSe | the OMol25 dataset | ωB97M-V/def2-TZVPD
C -3.987 0.054 -1.799
Ge -4.451 -1.457 -2.900
C 0.267 3.055 -0.648
C -3.462 -0.486 -5.540
C 4.134 1.848 4.136
C -1.401 -4.420 -0.764
F 5.363 1.761 -3.758
H -6.645 -0.690 -4.529
H 1.452 6.365 -0.753
C -3.896 0.075 -0.382
H 5.110 -0.003 1.516
N -0.026 0.561 2.608
H -2.212 -2.180 -4.481
H -0.629 -4.928 -0.178
N 0.417 -3.418 6.289
H -2.412 2.513 3.877
H 6.784 -0.714 3.111
C 5.095 0.409 2.460
C 3.234 -3.129 3.116
C 5.959 0.389 4.760
C 1.190 2.495 0.200
C 2.138 3.364 0.771
H -0.063 -4.002 -2.398
H -2.439 -0.493 -5.149
C 2.247 4.701 0.378
H -0.568 -2.295 -4.136
N 3.178 2.944 1.626
N 3.176 1.753 1.916
C 1.347 5.319 -0.498
C 6.016 -0.019 3.417
H -3.092 3.379 -0.025
C 0.449 -2.400 5.465
H 3.033 5.304 0.790
C -4.932 0.429 -7.252
N -1.506 -2.348 -3.800
F 4.163 -1.300 -0.354
C 3.800 -0.581 -1.449
C -3.629 1.301 0.259
H -0.395 4.774 -1.684
H -4.623 -3.438 -0.897
H -2.817 0.371 -7.370
H -3.034 -4.597 0.598
C 2.500 -0.534 -1.849
C 3.142 1.090 -3.550
N -3.180 -2.903 -2.299
C -1.874 -3.011 -2.658
H -3.194 3.355 -2.449
C -3.559 -3.518 -1.168
H -7.023 0.273 -6.809
C 4.150 1.338 2.837
C -0.920 1.498 2.708
F 6.006 0.261 -1.493
In 1.442 0.489 0.843
C -1.765 1.668 3.801
C -0.698 -0.338 4.678
H 2.712 -3.806 5.089
H 6.694 0.056 5.467
H 3.999 -3.842 2.933
C 4.774 0.240 -2.047
C 0.365 4.456 -0.975
H -5.770 -2.171 -2.605
C 1.429 -2.243 4.465
C -0.563 -1.406 5.635
C -3.365 2.444 -1.858
H -4.972 0.779 -8.264
Se -0.943 -3.182 7.417
C 3.055 -2.070 2.227
N 2.091 -1.171 2.392
C -2.711 -4.198 -0.306
H -0.608 2.525 -1.065
C -4.528 -0.833 -4.750
S 1.280 -1.299 -0.820
H -3.887 1.302 -3.552
C -6.003 0.062 -6.440
H -3.993 -0.764 0.210
C 2.170 0.305 -2.898
H -1.028 2.220 1.875
C 1.276 -1.301 3.442
F 0.912 0.422 -3.365
N -1.463 -1.636 6.578
C -3.688 0.111 -6.773
C 0.172 -0.343 3.580
C 2.500 -3.134 4.287
C 5.023 1.348 5.087
H -2.263 0.724 5.721
H 3.680 -1.940 1.333
C -1.037 -3.862 -1.971
C 4.452 1.010 -3.165
H 3.294 2.466 4.478
F 2.785 1.874 -4.537
C -1.689 0.697 4.772
C -5.830 -0.545 -5.198
H -3.558 1.361 1.348
H 4.983 1.725 6.101
C -3.739 1.249 -2.492
C -3.364 2.433 -0.495
```

=====

[2]
C47H33IN7V | ωB97M-V/def2-TZVPD

Values from the calculation:
E in a.u.: -3435.78076
LUMO (spin up / spin down) in eV: 2.12 / 2.12
ΔE to the lowest compared entry with this formula, charge and spin in eV: 0.4690
HOMO energy (spin up / spin down) in eV: -3.02 / -3.56
Kohn-Sham gap (spin up / spin down) in eV: 5.1 / 5.7
Multiplicity: 2
Total charge: -1

The geometry in XYZ format:
```
89
C47H33IN7V | the OMol25 dataset | ωB97M-V/def2-TZVPD
H 2.573 1.271 -0.673
H 1.100 -3.596 -5.257
C 0.385 -2.414 -3.512
H -4.545 1.162 -0.041
H 4.696 0.915 3.566
H -0.662 -2.298 -3.829
C -4.718 -3.455 0.633
H 4.319 2.828 5.097
C 1.787 0.620 -6.618
C 0.925 -2.491 5.024
N 0.826 -2.297 0.775
C -0.171 -0.366 4.904
H -3.110 -3.926 1.980
H -0.412 3.138 -0.285
H 1.202 -3.288 6.992
H 0.587 5.083 3.397
C 1.034 -1.027 -3.354
H -6.114 -2.744 -0.833
C 1.268 -4.703 -2.008
C -3.471 -3.250 1.213
H -1.884 3.345 -3.586
H -4.702 -0.863 -1.548
C -3.670 3.443 -2.392
C -4.412 2.817 -1.398
C 2.332 1.008 -3.926
C -3.111 -1.296 -0.172
H -4.025 4.360 -2.845
C -2.026 1.689 -2.236
H 1.316 -4.340 0.645
H -1.701 -2.034 1.261
C 0.749 4.304 2.660
I 3.564 -0.363 1.251
H 1.576 0.480 -7.671
H -1.101 1.227 -2.564
C 1.841 3.417 2.832
C -4.357 -1.520 -0.759
C 2.594 1.689 -6.224
H 0.104 -1.369 8.116
C 0.506 -1.406 2.788
C 1.353 -4.674 -3.437
C -0.294 -0.337 6.285
C 0.436 -1.442 4.253
C 3.923 1.635 3.340
C 0.905 -3.558 -1.297
C 1.292 2.336 0.679
C 3.151 1.471 2.223
C 1.522 1.412 -0.441
H 0.626 -1.062 -6.001
C 0.198 -1.391 7.037
H 1.581 -5.582 -1.462
H 2.439 4.371 4.667
N 3.597 3.288 -7.997
C -2.763 1.051 -1.232
C 1.036 -3.461 0.079
C 1.260 -0.244 -5.681
C 2.104 2.386 1.872
H -1.063 1.487 4.554
C 1.524 -0.086 -4.306
C -2.220 -0.188 -0.608
C -2.471 2.871 -2.807
V 0.675 -0.538 -0.132
C 1.002 -3.598 -4.177
H -0.903 4.843 1.430
C 2.661 3.562 3.980
H 1.736 -5.558 -3.937
H 3.476 2.701 -4.549
H 1.013 1.765 -1.338
C -0.058 4.178 1.568
C -0.392 0.738 2.783
H 2.550 1.148 -2.875
H -0.778 0.505 6.768
C -2.680 -2.183 0.817
N -0.955 -0.282 -0.445
C -5.153 -2.586 -0.359
H 1.386 -3.325 4.512
C 1.001 -1.134 -1.982
C 0.809 -2.468 6.405
H -5.345 3.256 -1.062
N 0.823 -2.454 2.124
N -0.654 0.684 4.110
C 3.151 2.577 -7.206
H -0.671 1.657 2.279
H -5.339 -4.288 0.943
C -3.964 1.633 -0.825
N 0.433 -2.454 -2.029
C 2.852 1.873 -4.861
N 0.181 -0.196 2.122
C 3.693 2.711 4.220
C 0.221 3.208 0.593
```

=====

[3]
C47H34Br4Cl3HgN7O6Sb | ωB97M-V/def2-TZVPD

Values from the calculation:
E in a.u.: -14716.46816
LUMO (spin up / spin down) in eV: 3.41 / 3.41
ΔE to the lowest compared entry with this formula, charge and spin in eV: 0.1711
HOMO energy (spin up / spin down) in eV: -2.45 / -2.47
Kohn-Sham gap (spin up / spin down) in eV: 5.9 / 5.9
Multiplicity: 2
Total charge: -2

The geometry in XYZ format:
```
103
C47H34Br4Cl3HgN7O6Sb | the OMol25 dataset | ωB97M-V/def2-TZVPD
C 2.121 2.211 -2.575
C 3.444 -1.324 -2.605
O -3.108 0.312 -1.138
C 2.006 -0.182 5.073
H 1.335 -3.966 3.123
C 2.874 -0.063 0.042
H 2.581 2.458 -1.617
Cl -1.162 -3.302 -5.616
H 5.063 0.733 3.160
O -4.150 5.567 -4.628
H 2.847 -1.289 6.725
Cl -4.685 -3.470 -5.274
Sb 1.651 -0.770 -1.560
N -1.150 1.705 5.472
C 2.115 3.177 -3.575
N -1.584 0.663 1.323
C -2.509 4.293 -3.736
C -0.598 2.489 2.149
H 5.197 -1.503 2.004
C 1.567 2.891 -4.807
H -0.022 3.384 2.322
C -1.733 2.493 4.382
N 0.926 -1.051 2.006
Br -1.756 -8.134 1.411
Br -5.578 -3.786 1.986
C 3.574 1.457 1.793
H 2.756 -0.501 4.359
C -4.734 3.489 -3.397
C -2.297 -6.289 1.270
H 0.503 1.436 -5.978
H -3.177 -0.928 2.710
H 2.046 1.915 0.394
Br -4.944 -7.144 2.130
O -1.876 5.366 -4.387
H -1.364 3.526 4.407
C -2.942 -0.056 3.311
C 0.520 -3.274 3.267
C -3.863 4.435 -3.887
C 4.487 -0.389 -2.622
H -5.792 3.588 -3.584
Cl -2.565 -0.682 -5.471
C -4.203 2.391 -2.703
H -2.770 6.685 -5.673
C -2.922 -3.525 1.220
H 6.664 -2.085 -4.557
C -1.972 3.175 -3.089
Br 0.477 -5.761 0.505
C -2.914 6.278 -4.683
H -0.429 -3.709 2.909
C 4.743 -2.801 -3.958
C 3.580 -2.521 -3.280
C 4.468 0.513 2.267
N -1.096 0.965 7.493
C 0.013 0.968 5.506
C -3.575 -5.852 1.623
H -2.916 7.098 -3.941
C -2.016 0.835 2.535
Hg -1.769 -1.247 -0.257
C -2.845 2.233 -2.525
O -3.113 -2.254 1.204
H 1.585 3.645 -5.582
C -2.238 -2.238 -4.815
N -2.566 -2.810 -2.344
C -2.449 -2.512 -3.441
H 1.010 0.971 3.560
H -3.874 0.476 3.538
C 1.563 0.960 -2.795
H 3.456 2.420 2.305
H -2.801 2.507 4.617
O -1.064 0.859 -1.776
O -0.804 -3.031 0.468
H -0.210 1.767 0.098
C 3.753 -1.009 0.545
C -1.304 -5.326 0.900
C 5.763 -1.868 -4.012
H 4.355 0.551 -2.082
C -0.699 1.691 1.061
C -1.629 -3.972 0.805
C 5.638 -0.649 -3.336
C -2.297 1.049 -1.750
C -3.877 -4.472 1.584
C 4.549 -0.726 1.650
H 2.593 4.138 -3.401
H 0.561 -0.255 -4.272
H -2.488 -0.384 4.228
H 0.425 -3.052 4.327
N -1.450 1.942 3.088
C 0.029 0.512 6.823
H -0.892 3.024 -3.017
H 1.025 -0.653 8.321
H -4.887 1.634 -2.359
H 6.456 0.064 -3.352
N -1.776 1.696 6.676
C 1.057 -0.304 7.294
C 1.029 0.654 4.591
C 0.998 0.707 -4.040
H 3.816 -1.994 0.098
C 0.759 -2.051 2.540
C 2.783 1.165 0.691
C 1.000 1.657 -5.031
C 2.034 -0.665 6.392
H 2.793 -3.266 -3.247
H 4.844 -3.720 -4.505
```

=====

[4]
C47H34Br4Cl3HgN7O6Sb | ωB97M-V/def2-TZVPD

Values from the calculation:
E in a.u.: -14716.43814
LUMO (spin up / spin down) in eV: 3.35 / 2.35
ΔE to the lowest compared entry with this formula, charge and spin in eV: 0.9879
HOMO energy (spin up / spin down) in eV: -3.29 / -3.29
Kohn-Sham gap (spin up / spin down) in eV: 6.6 / 5.6
Multiplicity: 2
Total charge: -2

The geometry in XYZ format:
```
103
C47H34Br4Cl3HgN7O6Sb | the OMol25 dataset | ωB97M-V/def2-TZVPD
H 7.536 1.758 -3.530
N -5.000 -0.226 -5.027
N -3.824 0.191 -4.892
H -1.599 -1.776 6.920
H -1.512 3.620 0.363
C -2.399 0.533 5.019
C -0.954 2.379 3.447
N -3.840 1.114 -3.883
N 1.663 -3.909 -3.047
O 1.876 -0.552 1.893
C 2.190 1.989 -1.353
Br 3.907 -1.730 3.690
O -0.561 -0.736 5.419
H 2.276 2.847 -0.633
H 5.474 0.759 -2.580
H 5.673 -5.110 -0.929
C -1.761 1.008 -1.491
C 6.551 2.403 0.169
H 3.814 -4.628 0.540
Cl -8.225 0.011 1.890
Cl -6.159 -2.065 2.138
C 6.154 1.363 -1.958
C -3.080 1.547 4.394
H 8.192 3.698 0.289
C -0.285 1.261 4.024
C 2.812 0.768 -1.158
C 2.101 -2.306 3.431
C 1.360 2.170 -2.446
C 6.336 -3.096 -1.021
C -1.815 -0.425 -1.671
H -2.770 4.058 -2.068
O 0.508 2.787 1.618
H 3.161 -2.324 1.084
H -1.050 -0.995 -1.185
Br 2.568 -3.970 5.709
H -7.868 -0.427 -4.244
C 1.688 -0.124 -3.097
C 4.047 -2.517 0.495
Hg -0.005 0.706 1.122
C -7.745 1.161 -2.831
O -0.578 4.558 2.449
H 0.752 1.052 3.834
C 2.598 -0.264 -2.074
C 4.410 -3.835 0.194
C -2.618 1.860 -3.698
N -2.263 1.962 -2.292
C -5.093 1.384 -3.403
C 1.353 -3.970 -1.925
C 1.037 -3.961 -0.482
H -1.801 -0.707 -2.715
C -2.247 3.188 -1.640
H 6.823 -1.036 -0.879
C 0.022 -2.009 2.153
H -7.341 2.704 -1.373
C -5.867 0.466 -4.145
Sb 4.224 0.580 0.511
C 7.247 1.992 -2.483
H -1.944 -2.267 5.208
O -0.660 -1.418 1.186
C -7.195 0.337 -3.801
C 6.077 -1.742 -0.631
H -5.078 2.778 -1.666
C 5.792 1.486 -0.617
C -1.701 2.945 -0.450
C -5.884 -0.003 0.538
O -2.781 -0.471 5.851
H -2.698 2.847 -4.145
H 0.484 1.119 -4.145
C -6.735 -0.558 1.472
H -2.824 -0.655 -1.232
C 1.406 -1.611 2.451
C -0.522 -3.033 2.925
H 1.081 -2.940 -0.196
C 7.674 3.052 -0.337
H -4.159 1.648 4.448
N -5.051 0.404 -0.146
C 8.026 2.809 -1.678
H 6.328 2.548 1.206
Cl -10.327 -0.720 -1.036
H 7.336 -3.332 -1.421
C 5.518 -4.099 -0.645
Br -2.139 -3.724 2.265
H -8.762 0.915 -2.504
C -2.331 2.453 3.619
C -0.341 3.340 2.475
H -1.876 1.330 -4.253
H 0.007 -4.330 -0.337
C -1.767 -1.419 5.885
H 1.662 -4.554 0.152
C 1.107 1.080 -3.279
C -5.620 2.236 -2.408
Br -0.725 -4.771 5.206
C 4.864 -1.458 0.061
H 8.934 3.257 -2.182
C -6.955 2.123 -2.170
C 0.215 -3.625 3.997
H -2.905 3.238 3.155
H 3.044 -1.221 -1.960
C 1.520 -3.264 4.293
N -1.302 1.612 -0.415
H 0.852 3.106 -2.629
H 1.272 -1.033 -3.588
C -1.009 0.408 4.830
```

=====

[5]
C47H36Cl4NO2P2PbSi | ωB97M-V/def2-TZVPD

Values from the calculation:
E in a.u.: -5023.68188
LUMO in eV: -3.74
ΔE to the lowest compared entry with this formula, charge and spin in eV: 0.1560
HOMO energy in eV: -10.92
Kohn-Sham gap in eV: 7.2
Total charge: +1

The geometry in XYZ format:
```
94
C47H36Cl4NO2P2PbSi | the OMol25 dataset | ωB97M-V/def2-TZVPD
Cl 3.027 0.314 3.079
H -2.473 -0.429 5.154
C -3.080 -3.425 1.534
H 5.177 0.617 -3.904
C -3.307 -0.430 -4.026
H 2.032 -5.345 4.125
C -1.987 -3.059 -1.757
C 2.006 3.981 1.162
H 3.977 6.728 -0.740
Cl 3.171 -1.794 0.576
C 1.469 -4.715 3.449
C 0.925 3.170 3.056
C 0.009 2.149 3.637
H -2.374 -4.238 1.644
H 1.026 -6.312 2.085
C -0.521 1.115 2.858
H 3.967 2.745 -4.226
C 0.460 -3.918 -2.745
H -0.210 3.357 -2.775
O -0.977 2.770 0.317
H -1.808 -0.603 2.809
C -0.827 -2.817 -1.023
H -1.786 2.650 -2.538
C -1.400 0.200 3.407
H 1.416 -4.261 -3.119
C -2.516 0.174 -3.063
H -4.383 -0.333 -3.972
C 0.600 -2.561 2.849
C -5.322 -2.598 1.737
C 0.398 -3.246 -1.534
H 1.757 -2.932 4.610
C -1.922 -3.734 -2.966
C 4.164 0.723 -3.540
H -0.876 -1.807 -5.933
H -2.951 -2.739 -1.382
H 3.517 6.998 1.666
C 3.485 1.920 -3.718
C 2.184 2.063 -3.257
H -5.598 -0.533 1.196
C -1.339 -1.256 -5.126
H 1.768 -1.020 -1.914
H 3.169 4.713 -1.938
C -2.718 -1.139 -5.064
C 2.278 3.850 -0.216
Pb 0.233 0.958 0.795
C -0.702 -4.169 -3.460
C -1.779 0.290 4.739
C 1.352 4.296 3.802
H -4.725 -4.603 2.223
C 0.906 -5.259 2.302
C 1.560 1.005 -2.602
C -3.571 -1.166 0.959
C -4.905 -1.357 1.288
C 3.546 -0.336 -2.890
C 0.030 -3.095 1.696
C -0.792 2.738 -2.094
C -0.974 3.490 -0.761
C 2.252 -0.191 -2.416
C -2.631 -2.187 1.068
N 1.292 3.010 1.803
Si 2.793 0.166 1.048
H 1.067 4.413 4.835
H -2.832 -3.925 -3.519
C 0.190 -4.456 1.429
H 2.449 6.116 3.761
C 2.969 4.821 -0.879
C -0.540 -0.655 -4.164
H -6.361 -2.750 1.995
H 0.536 -0.737 -4.243
C -1.125 0.076 -3.134
C -4.407 -3.634 1.865
H 1.943 2.962 -0.737
C -1.258 1.304 5.524
C 3.178 6.119 1.133
H 1.305 -3.094 -0.962
P -0.131 1.051 -1.967
H 4.074 -1.268 -2.737
H -0.655 -4.704 -4.400
C 1.314 -3.366 3.724
H -0.237 -4.890 0.534
C 3.430 5.968 -0.199
P -0.874 -1.965 0.592
H 0.498 -1.506 3.072
C -0.376 2.219 4.977
H 1.668 3.001 -3.415
C 2.452 5.132 1.839
C 2.116 5.249 3.204
Cl 4.234 1.298 0.170
H -1.538 1.388 6.565
H 0.013 2.996 5.618
H -3.336 -1.598 -5.825
Cl -3.100 0.435 0.453
H -2.986 0.738 -2.270
O -1.169 4.681 -0.811
```